1.
A structure of composition C52H53FMnN5P2Se2Si2 at a distorted geometry. Source: OMol25; level of theory: ωB97M-V with the def2-TZVPD basis set.

Atoms and positions in Å:
Mn1 0.4223 -1.5432 -1.0564
C1 5.1191 -2.2156 -0.1470
Si1 3.3285 -2.2067 0.5208
C2 3.4360 -1.7282 2.3729
C3 2.6739 -3.9981 0.5189
N1 2.2777 -1.1768 -0.4596
C4 2.6785 0.0831 -0.8020
C5 3.6762 0.8190 -0.1312
C6 4.0115 2.1057 -0.4972
C7 3.3756 2.7493 -1.5471
C8 2.4060 2.0599 -2.2583
C9 2.1015 0.7723 -1.8918
F1 1.1592 0.0902 -2.6594
H1 5.2919 -3.0942 -0.7586
H2 5.8277 -2.2418 0.6750
H3 5.3425 -1.3439 -0.7521
H4 4.2458 -2.2923 2.8240
H5 2.5226 -2.0025 2.8913
H6 3.6229 -0.6755 2.5592
H7 2.9309 -4.4878 1.4535
H8 3.1113 -4.5789 -0.2850
H9 1.5888 -4.0367 0.4223
H10 4.1746 0.3610 0.7057
H11 4.7861 2.6160 0.0556
H12 3.6282 3.7632 -1.8103
H13 1.8822 2.5063 -3.0884
Se1 -1.1340 3.1416 3.8688
P1 -1.8063 3.3791 1.8917
C10 -3.6167 3.4843 1.7290
C11 -4.1482 3.9692 0.5377
C12 -5.5199 4.0455 0.3877
C13 -6.3547 3.6327 1.4167
C14 -5.8200 3.1561 2.6035
C15 -4.4474 3.0809 2.7653
C16 -1.1835 4.9467 1.2117
C17 -1.6733 6.1102 1.7994
C18 -1.1774 7.3392 1.4085
C19 -0.1891 7.4107 0.4369
C20 0.3149 6.2517 -0.1273
C21 -0.1705 5.0171 0.2660
C22 -1.3054 2.1087 0.7357
C23 -0.7739 0.8217 0.8877
N2 -0.4311 0.4114 -0.3475
N3 -0.7496 1.3660 -1.1923
N4 -1.2752 2.3822 -0.5802
P2 -0.5399 -0.3017 2.2487
Se2 -0.3654 -2.3130 1.5411
C24 0.8844 0.3593 3.1574
C25 1.2134 -0.1474 4.4101
C26 2.2471 0.4286 5.1261
C27 2.9765 1.4736 4.5793
C28 2.6879 1.9339 3.3050
C29 1.6391 1.3822 2.5942
C30 -2.0479 -0.2472 3.2523
C31 -3.2137 -0.6239 2.5940
C32 -4.4052 -0.6969 3.2878
C33 -4.4300 -0.4089 4.6437
C34 -3.2700 -0.0286 5.2958
C35 -2.0733 0.0556 4.6051
H14 -3.4808 4.2811 -0.2563
H15 -5.9388 4.4346 -0.5308
H16 -7.4265 3.6916 1.2910
H17 -6.4728 2.8478 3.4064
H18 -4.0155 2.7219 3.6911
H19 -2.4319 6.0383 2.5697
H20 -1.5557 8.2418 1.8671
H21 0.1893 8.3729 0.1227
H22 1.0912 6.3046 -0.8758
H23 0.2271 4.1177 -0.1786
H24 0.6581 -0.9845 4.8122
H25 2.4814 0.0642 6.1159
H26 3.7746 1.9292 5.1466
H27 3.2649 2.7348 2.8676
H28 1.4019 1.7671 1.6113
H29 -3.1757 -0.8647 1.5386
H30 -5.3106 -0.9889 2.7782
H31 -5.3577 -0.4830 5.1931
H32 -3.2914 0.2010 6.3511
H33 -1.1773 0.3882 5.1065
C36 -1.7448 0.9194 -4.1531
C37 -2.7471 -0.0517 -3.5005
C38 -3.7791 0.7428 -2.6867
C39 -3.4391 -0.9250 -4.5553
C40 -1.9578 -0.8876 -2.6281
N5 -1.2477 -1.5415 -1.9918
H34 -2.2759 1.6277 -4.7835
H35 -1.0119 0.3850 -4.7530
H36 -1.2098 1.4606 -3.3748
H37 -4.4171 1.3019 -3.3686
H38 -3.2755 1.4460 -2.0261
H39 -4.4087 0.0897 -2.0844
H40 -4.0675 -0.2970 -5.1832
H41 -4.0689 -1.6808 -4.0892
H42 -2.7006 -1.4208 -5.1841
C41 -1.5807 -6.7612 -1.6474
C42 -2.0485 -5.6607 -2.3469
C43 -1.1865 -4.6299 -2.6619
C44 0.1559 -4.6598 -2.2858
C45 0.6100 -5.7791 -1.5959
C46 -0.2460 -6.8222 -1.2869
Si2 1.1840 -3.0929 -2.6931
C47 3.0400 -3.3649 -3.0755
C48 3.6411 -4.6142 -3.1954
C49 4.9951 -4.7337 -3.4631
C50 5.7740 -3.6023 -3.6394
C51 5.1869 -2.3506 -3.5567
C52 3.8398 -2.2410 -3.2719
H43 -2.2547 -7.5619 -1.3823
H44 -3.0865 -5.6029 -2.6429
H45 -1.5555 -3.7750 -3.2113
H46 1.6425 -5.8459 -1.2914
H47 0.1301 -7.6828 -0.7525
H48 0.6976 -2.7982 -4.1002
H49 3.0410 -5.5066 -3.0955
H50 5.4482 -5.7141 -3.5287
H51 6.8316 -3.6941 -3.8382
H52 5.7810 -1.4594 -3.7057
H53 3.3988 -1.2583 -3.1942

Multiplicity   5
Gap between HOMO and LUMO (spin up / spin down)   0.2540 / 0.2802 Ha
HOMO level (spin up / spin down)   -7.26 / -7.37 eV
Relative energy (zero: lowest compared OMol25 entry of this formula, charge and spin)   0.0 kJ/mol
Calculated total energy   -261301.65571 eV

Löwdin population analysis, charges in e, atoms 1 to 2: 0.503 -0.148



2.
A cluster of 8 separate species, C52H53O18P2 in total. Source: OMol25; level of theory: ωB97M-V with the def2-TZVPD basis set.

Atoms and positions in Å:
C1 -1.9325 3.6724 -2.7502
C2 -2.6175 3.8362 -1.3802
C3 -2.1564 5.0466 -0.5758
C4 -0.7882 5.0162 0.1395
C5 0.3174 5.6640 -0.6997
C6 -0.4517 3.6555 0.7371
O1 0.2790 3.7882 1.9150
P1 0.6121 2.1983 2.5806
C7 0.9119 0.4100 3.1589
O2 2.0861 -0.1823 2.5830
C8 1.9013 -1.5274 2.2178
O3 0.6647 1.6161 0.9247
C9 0.2063 2.5246 -0.0698
P2 1.8132 2.8458 -0.9271
C10 2.3198 1.0879 -1.1918
O4 1.3184 3.2096 -2.5032
H1 -1.4173 4.5882 -3.0322
H2 -2.6853 3.4322 -3.5035
H3 -1.2043 2.8634 -2.7652
H4 -2.5532 2.9149 -0.8015
H5 -3.6823 3.9824 -1.5771
H6 -2.1857 5.9146 -1.2411
H7 -2.9026 5.2165 0.1992
H8 -0.9089 5.6500 1.0211
H9 1.2965 5.4943 -0.2536
H10 0.3333 5.2718 -1.7162
H11 0.1645 6.7441 -0.7511
H12 -1.4354 3.2159 1.0038
H13 -0.8291 1.9501 2.6281
H14 0.5559 2.7180 3.9385
H15 2.0353 2.4377 2.5544
H16 0.0312 -0.1695 2.8649
H17 0.9801 0.3780 4.2544
H18 1.1535 -2.0349 2.8313
H19 1.5971 -1.5640 1.1688
H20 2.8407 -2.0805 2.3151
H21 -0.5556 2.0165 -0.6746
H22 1.5252 0.3982 -0.9254
H23 3.1931 0.9023 -0.5730
H24 2.5919 0.9557 -2.2435
H25 1.4513 2.4637 -3.0799
C11 -1.2568 -4.4428 2.6951
C12 -1.8123 -5.3449 3.4993
C13 -1.3661 -6.7604 3.4944
O5 -1.8741 -7.5854 4.2244
C14 -0.2712 -7.1324 2.5620
C15 0.2867 -6.2326 1.7576
C16 -0.1647 -4.8162 1.7582
O6 0.3411 -3.9925 1.0318
H26 -1.5606 -3.4034 2.6806
H27 -2.6072 -5.0975 4.1911
H28 0.0390 -8.1694 2.5815
H29 1.0880 -6.4776 1.0719
C17 4.8767 -1.5845 7.3073
C18 5.8393 -2.4124 6.9138
C19 5.9538 -2.8297 5.4950
O7 6.8271 -3.5970 5.1358
C20 4.9706 -2.2832 4.5360
C21 4.0052 -1.4499 4.9182
C22 3.8797 -1.0384 6.3425
O8 3.0060 -0.2927 6.7203
H30 4.7656 -1.2675 8.3367
H31 6.5734 -2.8233 7.5956
H32 5.0840 -2.6000 3.5063
H33 3.2846 -1.0371 4.2182
C23 -6.6747 6.3994 3.8448
C24 -6.5011 6.1062 2.5599
C25 -5.3146 5.3366 2.1028
O9 -5.1470 5.0671 0.9350
C26 -4.3293 4.9098 3.1316
C27 -4.5056 5.2065 4.4167
C28 -5.6910 5.9714 4.8745
O10 -5.8605 6.2430 6.0449
H34 -7.5292 6.9578 4.2060
H35 -7.2019 6.4061 1.7910
H36 -3.4700 4.3541 2.7727
H37 -3.8010 4.9090 5.1826
C29 -6.7414 0.4016 -6.0176
C30 -6.7678 1.2578 -5.0001
C31 -5.7472 2.3284 -4.8645
O11 -5.7740 3.1129 -3.9436
C32 -4.6897 2.4029 -5.9077
C33 -4.6616 1.5454 -6.9244
C34 -5.6862 0.4793 -7.0599
O12 -5.6714 -0.2912 -7.9971
H38 -7.4824 -0.3764 -6.1410
H39 -7.5296 1.2232 -4.2317
H40 -3.9533 3.1873 -5.7849
H41 -3.9019 1.5793 -7.6949
C35 7.3109 -5.9813 3.0604
C36 8.5274 -6.2720 3.5120
C37 9.3619 -7.3103 2.8649
O13 10.4762 -7.5780 3.2652
C38 8.7912 -8.0159 1.6860
C39 7.5758 -7.7262 1.2315
C40 6.7407 -6.6829 1.8850
O14 5.6381 -6.4147 1.4562
H42 6.7024 -5.2100 3.5128
H43 8.9640 -5.7567 4.3577
H44 9.4217 -8.7680 1.2283
H45 7.1387 -8.2230 0.3742
C41 7.7539 -3.7428 -0.5848
C42 7.9377 -4.1072 -1.8508
C43 9.2186 -4.7074 -2.3017
O15 9.3884 -5.0426 -3.4543
C44 10.2881 -4.8882 -1.2860
C45 10.1062 -4.5241 -0.0203
C46 8.8240 -3.9222 0.4295
O16 8.6528 -3.6092 1.5869
H46 6.8279 -3.3076 -0.2304
H47 7.1731 -3.9885 -2.6076
H48 11.2109 -5.3309 -1.6390
H49 10.8679 -4.6486 0.7396
C47 -9.2115 3.7514 -8.5906
C48 -8.9874 2.6173 -7.9333
C49 -10.0947 1.8754 -7.2777
O17 -9.9024 0.8415 -6.6751
C50 -11.4616 2.4478 -7.3893
C51 -11.6855 3.5814 -8.0467
C52 -10.5776 4.3238 -8.7007
O18 -10.7825 5.3542 -9.3038
H50 -8.4205 4.3088 -9.0759
H51 -8.0003 2.1832 -7.8467
H52 -12.2517 1.8885 -6.9048
H53 -12.6720 4.0172 -8.1399

Gap between HOMO and LUMO   0.1371 Ha
HOMO level   -4.39 eV
Charge   -1
Calculated total energy   -110207.46907 eV

Löwdin population analysis, charges in e, atoms 1 to 2: -0.090 -0.237



3.
A structure of composition C52H54F6KN6O6S2Sb at a distorted geometry. Source: OMol25; level of theory: ωB97M-V with the def2-TZVPD basis set.

Atoms and positions in Å:
K1 1.5944 -1.4628 -1.7806
F1 1.4336 -3.4170 -5.7629
C1 2.6498 -3.3977 -5.2180
F2 2.9832 -2.1343 -4.9507
F3 3.5177 -3.8774 -6.1178
S1 2.6719 -4.4086 -3.6768
O1 1.7371 -3.7413 -2.8124
O2 2.3934 -5.7375 -4.1219
N1 4.1779 -4.2968 -3.2353
S2 4.7933 -3.3237 -2.1759
O3 4.0228 -2.1412 -1.8707
O4 5.4185 -4.0218 -1.0921
C2 6.2238 -2.6719 -3.1478
F4 5.8167 -1.8502 -4.1175
F5 6.9402 -3.6516 -3.7038
F6 7.0304 -1.9825 -2.3299
C3 -2.4769 12.5082 4.7907
O5 -3.0143 11.9305 3.6192
C4 -2.5130 10.7221 3.2317
C5 -3.0172 10.2055 2.0419
C6 -2.5744 8.9837 1.5763
C7 -1.6202 8.2469 2.2794
C8 -1.1254 8.7761 3.4650
C9 -1.5620 10.0019 3.9457
C10 -1.1307 6.9424 1.8217
N2 -0.2352 6.2184 2.4473
C11 -0.0892 5.0823 1.6845
C12 -0.9071 5.1276 0.5853
N3 -1.5727 6.3275 0.6808
C13 -0.9789 4.0932 -0.3992
C14 -1.8005 4.1239 -1.5332
C15 -1.7684 3.0670 -2.4050
C16 -0.9059 1.9959 -2.1311
N4 -0.1283 1.9482 -1.0693
C17 -0.1542 2.9682 -0.1991
C18 0.7033 2.8835 0.9960
N5 1.4162 1.7607 1.1685
C19 2.1874 1.6578 2.2295
C20 2.3129 2.6635 3.1961
C21 1.5808 3.8139 3.0417
C22 0.7476 3.9398 1.9250
H1 -2.9604 13.4752 4.9013
H2 -1.3964 12.6516 4.7051
H3 -2.6893 11.8965 5.6720
H4 -3.7580 10.7772 1.4989
H5 -2.9895 8.6094 0.6483
H6 -0.3890 8.2049 4.0138
H7 -1.1576 10.3766 4.8747
H8 -2.2608 6.6763 0.0399
H9 -2.4536 4.9707 -1.7171
H10 -2.3828 3.0446 -3.2951
H11 -0.8269 1.1522 -2.8107
H12 2.7257 0.7224 2.3331
H13 2.9656 2.5142 4.0459
H14 1.6212 4.6201 3.7632
O6 1.2624 -1.2327 0.8903
H15 0.4866 -1.8115 0.6107
H16 0.8765 -0.3481 0.9389
C23 6.4477 -4.0208 3.4530
C24 5.0974 -4.3938 2.8511
Sb1 4.0040 -2.8652 1.7329
C25 5.7277 -1.5994 1.3786
C26 5.3635 -0.2617 0.7395
C27 3.2539 -1.8359 3.4951
C28 4.1925 -0.9027 4.2509
H17 6.8927 -4.8579 4.0020
H18 6.3653 -3.1825 4.1478
H19 7.1584 -3.7260 2.6788
H20 4.4075 -4.7308 3.6303
H21 5.2134 -5.2310 2.1596
H22 6.3680 -2.1791 0.7099
H23 6.2778 -1.4493 2.3104
H24 4.7729 -0.4034 -0.1660
H25 6.2545 0.3137 0.4691
H26 4.7732 0.3589 1.4185
H27 2.8939 -2.6357 4.1488
H28 2.3589 -1.3160 3.1523
H29 5.0191 -1.4473 4.7125
H30 3.6710 -0.3652 5.0508
H31 4.6370 -0.1522 3.5919
C29 -1.4523 -3.6007 -3.4450
N6 -2.6788 -2.7512 -3.4413
C30 -3.6794 -3.2587 -2.4621
C31 -2.3499 -1.2932 -3.1815
C32 -1.6145 -0.6972 -4.3549
C33 -2.3912 -0.3660 -5.4739
C34 -1.7942 0.1406 -6.6180
C35 -0.4142 0.3200 -6.6109
C36 0.3252 0.0060 -5.4745
C37 -0.2153 -0.5201 -4.2800
H32 -1.7317 -4.6046 -3.7611
H33 -1.0663 -3.6061 -2.4248
H34 -0.7299 -3.1511 -4.1186
H35 -3.0812 -2.7869 -4.3766
H36 -3.2533 -3.1346 -1.4671
H37 -3.8703 -4.3140 -2.6530
H38 -4.5917 -2.6727 -2.5655
H39 -1.7772 -1.2908 -2.2502
H40 -3.3199 -0.8151 -3.0193
H41 -3.4748 -0.4915 -5.4466
H42 -2.3889 0.3994 -7.4871
H43 0.0819 0.7162 -7.4933
H44 1.3992 0.1853 -5.5303
C38 -0.9583 -2.5597 -0.3069
C39 -1.8893 -3.0998 0.3031
C40 -3.0397 -3.7876 0.8156
C41 -3.3364 -5.0648 0.2278
C42 -4.6293 -5.6553 0.1692
C43 -4.8749 -6.8270 -0.5267
C44 -3.8631 -7.5058 -1.2005
C45 -2.5801 -6.9552 -1.1521
C46 -2.3233 -5.7838 -0.4698
C47 -3.8700 -3.1045 1.7706
C48 -4.8498 -3.7302 2.5854
C49 -5.6110 -3.0222 3.5000
C50 -5.4501 -1.6517 3.6768
C51 -4.4672 -1.0168 2.9161
C52 -3.6999 -1.7117 2.0037
H45 -5.4685 -5.1460 0.6226
H46 -5.8915 -7.2104 -0.5543
H47 -4.0617 -8.4259 -1.7370
H48 -1.7582 -7.4533 -1.6580
H49 -1.3221 -5.3700 -0.4641
H50 -4.9789 -4.8026 2.5323
H51 -6.3373 -3.5619 4.1015
H52 -6.0495 -1.1028 4.3937
H53 -4.2930 0.0480 3.0418
H54 -2.9301 -1.2003 1.4387

Gap between HOMO and LUMO   0.0983 Ha
HOMO level   -0.06 eV
Charge   -2
Relative energy (zero: lowest compared OMol25 entry of this formula, charge and spin)   0.0 kJ/mol
Calculated total energy   -136862.12144 eV

Löwdin population analysis, charges in e, atoms 1 to 2: 0.673 0.135



4.
A cluster of 7 separate species, C52H59BNO13S2 in total. Source: OMol25; level of theory: ωB97M-V with the def2-TZVPD basis set.

Atoms and positions in Å:
C1 5.4347 -2.1035 -0.5614
C2 5.1681 -0.8426 -1.3851
C3 5.0332 0.4212 -0.5317
C4 4.3256 1.6015 -1.2229
O1 3.1344 1.8834 -0.5658
B1 2.2250 2.8275 -1.2870
C5 0.8062 2.8837 -0.4841
C6 -0.1572 1.7370 -0.8268
C7 -1.6426 2.0211 -0.5467
C8 -2.5688 0.7826 -0.5577
N1 -3.6800 0.9218 -1.5316
C9 -4.8227 0.0139 -1.2678
C10 -6.2164 0.5692 -1.6083
C11 -7.1854 -0.4796 -2.1745
C12 -8.0116 -1.1734 -1.0904
C13 -3.3265 1.0449 -2.8862
S1 -4.2772 1.8031 -3.9948
S2 -1.8931 0.1254 -3.3366
C14 -1.2108 1.0240 -4.7507
C15 -0.0282 0.2429 -5.3448
C16 1.1366 -0.0267 -4.3668
H1 6.4522 -2.1017 -0.1498
H2 5.3091 -3.0164 -1.1527
H3 4.7438 -2.1468 0.2941
H4 5.9895 -0.7014 -2.1046
H5 4.2467 -0.9682 -1.9741
H6 4.4328 0.1893 0.3603
H7 6.0338 0.7325 -0.1971
H8 4.9825 2.4925 -1.2488
H9 4.1219 1.3433 -2.2853
H10 2.7449 3.9588 -1.3929
H11 2.0305 2.3939 -2.4542
H12 1.0022 2.8564 0.6028
H13 0.3020 3.8482 -0.6804
H14 0.1403 0.8296 -0.2750
H15 -0.0325 1.4961 -1.8894
H16 -2.0180 2.7486 -1.2806
H17 -1.7266 2.5179 0.4315
H18 -3.0625 0.6553 0.4138
H19 -1.9831 -0.1316 -0.7318
H20 -4.6549 -0.9451 -1.7887
H21 -4.7659 -0.1991 -0.1954
H22 -6.0987 1.4126 -2.2940
H23 -6.6486 0.9812 -0.6826
H24 -7.8749 -0.0081 -2.8861
H25 -6.6095 -1.2319 -2.7362
H26 -8.6593 -0.4428 -0.5870
H27 -8.6476 -1.9673 -1.4921
H28 -7.3535 -1.5979 -0.3189
H29 -2.0044 1.1655 -5.4886
H30 -0.8803 2.0065 -4.3891
H31 0.3342 0.8453 -6.1893
H32 -0.4039 -0.6960 -5.7744
H33 1.4767 -1.0677 -4.4232
H34 0.8618 0.1841 -3.3285
H35 1.9967 0.6147 -4.5846
C17 4.8202 -6.1843 1.1870
C18 4.5777 -6.3396 2.4845
C19 3.4137 -5.6853 3.1296
O2 3.1976 -5.8272 4.3168
C20 2.5349 -4.8459 2.2823
C21 2.7671 -4.7003 0.9810
C22 3.9229 -5.3670 0.3280
O3 4.1505 -5.2236 -0.8502
H36 5.6684 -6.6363 0.6889
H37 5.2108 -6.9312 3.1337
H38 1.7071 -4.3635 2.7862
H39 2.1502 -4.0838 0.3394
C23 -13.4600 -0.6650 -1.2592
C24 -14.4708 0.0350 -0.7528
C25 -14.2717 1.4183 -0.2497
O4 -15.1952 2.0556 0.2115
C26 -12.9059 1.9887 -0.3414
C27 -11.8932 1.2939 -0.8531
C28 -12.0896 -0.0932 -1.3493
O5 -11.1730 -0.7457 -1.7982
H40 -13.5734 -1.6774 -1.6259
H41 -15.4769 -0.3576 -0.6758
H42 -12.7910 3.0004 0.0270
H43 -10.8926 1.6975 -0.9464
C29 4.8323 -3.8912 9.9269
C30 4.9274 -2.9270 9.0160
C31 4.6896 -3.2035 7.5747
O6 4.7919 -2.3232 6.7466
C32 4.3351 -4.5938 7.1900
C33 4.2435 -5.5564 8.1042
C34 4.4837 -5.2838 9.5421
O7 4.4000 -6.1597 10.3773
H44 5.0019 -3.7199 10.9824
H45 5.1814 -1.9051 9.2674
H46 4.1517 -4.7754 6.1389
H47 3.9872 -6.5766 7.8481
C35 6.5080 0.7192 2.9004
C36 6.1786 1.6841 3.7567
C37 5.6659 1.3734 5.1130
O8 5.3827 2.2480 5.9050
C38 5.5123 -0.0603 5.4762
C39 5.8436 -1.0266 4.6254
C40 6.3829 -0.7117 3.2760
O9 6.7035 -1.5998 2.5141
H48 6.8747 0.9321 1.9049
H49 6.2573 2.7341 3.5039
H50 5.1153 -0.2626 6.4641
H51 5.7369 -2.0772 4.8666
C41 10.1901 1.6589 1.4870
C42 11.5175 1.7283 1.4451
C43 12.2206 2.3713 0.3058
O10 13.4316 2.4331 0.2696
C44 11.3867 2.9336 -0.7860
C45 10.0589 2.8658 -0.7465
C46 9.3563 2.2248 0.3946
O11 8.1477 2.1651 0.4298
H52 9.6514 1.1943 2.3036
H53 12.1504 1.3253 2.2256
H54 11.9255 3.3947 -1.6040
H55 9.4235 3.2648 -1.5269
C47 -7.8832 3.4403 -6.1549
C48 -8.1886 2.7834 -5.0388
C49 -9.3758 3.1499 -4.2312
O12 -9.6700 2.5574 -3.2118
C50 -10.2134 4.2789 -4.7138
C51 -9.9109 4.9325 -5.8309
C52 -8.7217 4.5612 -6.6433
O13 -8.4599 5.1581 -7.6657
H56 -7.0129 3.1962 -6.7514
H57 -7.5832 1.9700 -4.6652
H58 -11.0733 4.5271 -4.1040
H59 -10.5030 5.7574 -6.2069

Gap between HOMO and LUMO   0.1369 Ha
HOMO level   -4.15 eV
Charge   -1
Calculated total energy   -105329.35163 eV

Löwdin population analysis, charges in e, atoms 1 to 2: -0.125 -0.263